(1)
Density functional theory data (ωB97M-V/def2-TZVPD) for a molecular structure, C19H28N6O2Pt.

Geometry (Å):
N: -0.60106 -1.92934 3.01711
C: -0.02584 -2.30172 3.95909
C: 0.57807 -2.71663 5.20916
H: 1.49863 -3.28164 5.02423
H: -0.13194 -3.35817 5.74619
H: 0.80786 -1.83109 5.81927
N: -2.28802 1.20422 -0.50251
C: -3.33297 1.55477 -0.84873
C: -4.60356 2.12844 -1.23155
H: -5.41767 1.51517 -0.81938
H: -4.67046 2.13644 -2.32834
H: -4.66506 3.15297 -0.83374
N: 1.83726 -1.48791 -2.96145
C: 2.78506 -1.37144 -3.62664
C: 3.94215 -1.25530 -4.49568
H: 4.09703 -0.19843 -4.76850
H: 3.75777 -1.84617 -5.40539
H: 4.83695 -1.64480 -3.98843
Pt: -0.37079 -0.14454 -0.12533
C: 0.27978 0.88478 -1.62783
O: 0.60183 1.49734 -2.55734
C: -0.55313 0.67175 1.57807
O: -0.77673 1.25269 2.57416
C: -1.79252 -2.15760 0.54794
C: -0.55429 -2.66732 0.16006
C: -0.10818 -2.46320 -1.14849
C: -0.88112 -1.72908 -2.04877
C: -2.13125 -1.23757 -1.66355
C: -2.58170 -1.44673 -0.35424
H: -2.22871 -2.44600 1.50431
H: -0.02540 -3.36186 0.81116
H: 0.76667 -2.99854 -1.51427
H: -0.60645 -1.71636 -3.10609
H: -2.80333 -0.82129 -2.41828
H: -3.60085 -1.17859 -0.06634
C: 1.79067 3.50164 0.99556
N: 2.15003 2.33173 1.77510
C: 2.31365 2.57687 3.20235
C: 2.60953 1.14158 1.20774
N: 1.92641 0.33329 0.43758
N: 3.87392 0.72955 1.49339
C: 4.93052 1.56932 2.02575
C: 4.30491 -0.54511 0.96722
H: 1.81635 3.27846 -0.07397
H: 2.48752 4.33578 1.20472
H: 0.78495 3.86640 1.25654
H: 2.37665 1.62297 3.74993
H: 3.20921 3.19397 3.42383
H: 1.43500 3.12813 3.58638
H: 2.53292 -0.33852 -0.04203
H: 5.18348 1.24549 3.04794
H: 5.81542 1.44538 1.38202
H: 4.63895 2.62561 2.02464
H: 3.58825 -1.33099 1.25331
H: 4.39412 -0.52153 -0.13570
H: 5.28401 -0.75759 1.40045

For the energy relative to the best compared isomer or geometry (same formula, charge and spin), the calculation gives 188.0 kJ/mol. Its multiplicity is 5. As for the expectation value of S²: 6.028. The value obtained for the LUMO energy (alpha / beta) is -12.30 / -15.95 eV. The total charge is +4. The highest occupied orbital energy (alpha / beta) is -21.3791 / -21.5902 eV.

(2)
Density functional theory data (ωB97M-V/def2-TZVPD) for a molecular structure, C19H28NO11W.

Geometry (Å):
W: -0.41605 -0.63061 0.84465
C: -2.20642 -2.98829 1.21166
C: -1.17952 -3.51213 0.21725
O: -0.50426 -2.48712 -0.52798
C: -1.01806 -2.14505 -1.82474
C: -2.41248 -1.61524 -1.66762
O: -2.40032 -0.60208 -0.60814
C: -2.62946 0.74310 -1.08800
C: -1.32948 1.45159 -1.38882
O: -0.38618 1.24831 -0.32424
C: -0.23570 2.31571 0.61499
C: -1.46775 2.44020 1.46501
O: -1.90000 1.09369 1.82283
C: -2.05973 0.92652 3.24629
C: -0.71073 0.79182 3.94146
O: 0.12624 -0.20025 3.39869
C: -0.05305 -1.53978 3.84670
C: -1.34219 -2.21296 3.39961
O: -1.65592 -1.90213 2.01072
H: -2.51494 -3.79589 1.87562
H: -3.09070 -2.58034 0.73126
H: -1.68040 -4.20180 -0.46689
H: -0.38888 -4.05884 0.73127
H: -0.91590 -2.94646 -2.55729
H: -0.33172 -1.36210 -2.13759
H: -3.13832 -2.36462 -1.35256
H: -2.77109 -1.17456 -2.59638
H: -3.20795 1.24380 -0.31455
H: -3.23486 0.70434 -1.99379
H: -1.50630 2.52098 -1.51847
H: -0.84214 1.06809 -2.28544
H: 0.07277 3.25082 0.14207
H: 0.61384 2.00144 1.22678
H: -2.30076 2.91443 0.94425
H: -1.25089 3.01998 2.36069
H: -2.73006 0.08120 3.36148
H: -2.46583 1.80903 3.74973
H: -0.88672 0.67041 5.01716
H: -0.14974 1.71985 3.81104
H: -0.02757 -1.56600 4.94081
H: 0.80816 -2.07399 3.46136
H: -2.20190 -1.91336 4.00039
H: -1.21596 -3.29103 3.49799
O: 0.98705 -1.41856 1.27463
O: 1.84852 -1.82633 -2.65928
C: 1.96589 -0.72095 -2.12040
O: 1.27814 -0.26749 -1.15018
C: 3.01697 0.24239 -2.63663
C: 3.90822 -0.11456 -3.64071
C: 4.84308 0.80066 -4.10979
C: 4.88953 2.08706 -3.59326
C: 3.98457 2.42262 -2.60039
C: 3.06192 1.52313 -2.10885
N: 3.98697 3.78901 -2.04919
O: 4.83891 4.55759 -2.43738
O: 3.16312 4.05513 -1.18783
H: 3.85177 -1.11830 -4.04021
H: 5.53823 0.51512 -4.88760
H: 5.59932 2.82040 -3.94585
H: 2.37675 1.80235 -1.32634

For the energy relative to the best compared isomer or geometry (same formula, charge and spin), the calculation gives 219.7 kJ/mol. The value obtained for the LUMO energy is -2.50 eV. The total charge is +1. The highest occupied orbital energy is -10.4067 eV.

(3)
Density functional theory data (ωB97M-V/def2-TZVPD) for a gas-phase ion, C19H28NO5 (charge +1).

Geometry (Å):
C: 5.75108 -0.20182 2.61346
C: 4.69438 -0.16881 3.70527
O: 3.48003 0.44036 3.23264
C: 2.59868 -0.31791 2.62187
O: 2.70325 -1.50719 2.43220
C: 1.37888 0.50080 2.19215
C: 0.12728 0.01609 2.93459
C: -0.25697 -1.39281 2.50189
N: -0.51112 -1.42423 1.04308
C: -1.04689 -2.72490 0.59055
C: -1.88506 -2.62412 -0.69812
O: -2.32072 -3.93187 -0.93409
C: -3.07763 -1.65885 -0.49920
O: -2.64872 -0.34401 -0.20063
C: -2.34534 0.54856 -1.21666
C: -2.35108 0.25716 -2.57197
C: -2.01553 1.24174 -3.48751
C: -1.64543 2.51225 -3.06486
C: -1.23953 3.61130 -3.99384
C: -1.65804 3.47535 -5.43100
O: -0.60969 4.55415 -3.57933
C: -1.63415 2.78807 -1.69698
C: -1.98668 1.82332 -0.78073
C: 0.71738 -1.03688 0.30920
C: 1.14039 0.37780 0.68257
H: 5.42938 -0.83883 1.79286
H: 6.67490 -0.59977 3.02147
H: 5.93598 0.80046 2.23558
H: 5.01067 0.45457 4.54252
H: 4.46712 -1.18088 4.05292
H: 1.58123 1.54165 2.45116
H: 0.30342 0.01902 4.01040
H: -0.69616 0.70528 2.73174
H: -1.15875 -1.71183 3.02686
H: 0.55526 -2.08940 2.72252
H: -1.25057 -0.72005 0.82468
H: -1.70001 -3.14164 1.36053
H: -0.22973 -3.43148 0.43122
H: -1.25961 -2.26070 -1.53027
H: -2.80441 -3.99707 -1.76523
H: -3.66427 -1.98428 0.36538
H: -3.73369 -1.67458 -1.37453
H: -2.62272 -0.72027 -2.93881
H: -2.03085 0.99510 -4.53693
H: -2.71290 3.22193 -5.50284
H: -1.46719 4.41065 -5.95017
H: -1.07689 2.68891 -5.90968
H: -1.34902 3.77769 -1.37446
H: -2.01702 2.04389 0.27562
H: 0.52872 -1.09765 -0.76314
H: 1.50714 -1.74186 0.57996
H: 2.05098 0.62587 0.13694
H: 0.37024 1.09169 0.37917

Its structure (SMILES) is CCOC(=O)[C@H]1CC[N@@H+](C[C@@H](O)COc2ccc(C(C)=O)cc2)CC1. The value obtained for the LUMO energy is -2.21 eV. The total charge is +1. The highest occupied orbital energy is -11.9802 eV.

(4)
Density functional theory data (ωB97M-V/def2-TZVPD) for 2 unconnected molecules or ions with the total composition C19H29BrN2O5.

Geometry (Å):
C: -1.42907 3.34477 -0.52011
C: -0.96632 2.02320 -1.15493
N: -0.14814 2.02940 -2.12023
C: -1.58728 0.74243 -0.59678
C: -1.01368 0.23809 0.73620
N: 0.05962 1.11436 1.35052
C: 1.44809 0.71790 1.03482
O: 1.78018 0.90668 -0.29059
C: 1.64529 -0.68864 1.63337
O: 0.50994 -1.52550 1.72730
C: -0.60030 -1.26882 0.87092
C: -0.40077 -2.10452 -0.43437
C: 0.78787 -1.83148 -1.33211
C: 0.72311 -0.99991 -2.42701
C: 1.79040 -0.76974 -3.24392
C: 3.00138 -1.37313 -3.00899
C: 3.08752 -2.24505 -1.95042
C: 2.01137 -2.47452 -1.12954
C: 2.25262 -3.48380 -0.00292
C: -1.83210 -1.95944 1.54329
C: -1.73813 -2.14289 3.06017
C: -0.91965 -3.36480 3.53104
Br: -1.31870 -0.51200 4.07452
H: -2.47000 3.19065 -0.20604
H: -0.83814 3.63107 0.36039
H: -1.46776 4.13158 -1.28570
H: 0.10820 2.99087 -2.35252
H: -2.63598 1.00885 -0.43038
H: -1.61537 0.02700 -1.41576
H: -1.82087 0.37629 1.45724
H: -0.14669 2.11559 1.26161
H: -0.01892 0.91823 2.36182
H: 2.09479 1.38888 1.62485
H: 2.73285 0.77840 -0.38186
H: 2.50640 -1.13841 1.12546
H: 1.99858 -0.53088 2.66329
H: -1.31653 -2.06327 -1.03659
H: -0.33006 -3.14669 -0.12010
H: -0.19783 -0.49434 -2.68998
H: 1.66930 -0.08440 -4.07607
H: 3.82880 -1.13539 -3.66847
H: 4.03541 -2.75006 -1.77912
H: 3.11401 -3.18963 0.60331
H: 1.39022 -3.59590 0.64884
H: 2.46452 -4.45476 -0.46142
H: -2.75845 -1.41788 1.31818
H: -2.00539 -2.95392 1.12290
H: -2.75436 -2.38803 3.38003
H: 0.13246 -3.12266 3.67707
H: -1.35298 -3.72687 4.46432
H: -1.02977 -4.12144 2.75004
C: -1.89074 6.70730 -2.07016
O: -2.73253 6.34794 -1.20924
O: -2.05417 8.03770 -2.48362
O: -0.96468 6.06297 -2.58389
H: -2.81755 8.22861 -1.91867

The value obtained for the LUMO energy is -0.78 eV. The highest occupied orbital energy is -6.6447 eV.

(5)
Density functional theory data (ωB97M-V/def2-TZVPD) for C19H29FN2O5S in the gas phase.

Geometry (Å):
O: 0.86747 -2.48846 1.73224
C: 1.65026 -1.86220 1.04747
N: 1.45912 -0.57305 0.66949
C: 0.25594 0.16241 1.00562
C: 0.56768 1.51708 1.62271
C: 1.30475 2.47745 0.64272
C: 0.34780 3.67789 0.55845
C: 0.39129 4.44160 1.89265
C: -0.36522 3.48394 2.85524
C: -0.72202 2.30751 1.93192
N: -0.94756 3.00514 0.66421
C: -1.93416 3.01832 -0.25297
O: -1.83900 3.63450 -1.30514
C: -3.18112 2.19933 0.04954
C: -4.44168 2.96111 -0.45014
C: -4.79231 2.44760 -1.83862
S: -4.57567 0.69102 -1.65980
O: -5.60909 0.19679 -0.78362
O: -4.32008 0.03412 -2.91223
C: -3.06971 0.85270 -0.70034
C: 2.95607 -2.49069 0.55962
F: 3.73533 -2.74894 1.68281
C: 2.69296 -3.77628 -0.19167
C: 1.82664 -3.52148 -1.42604
C: 1.66122 -4.80966 -2.21878
O: 2.91196 -5.35820 -2.58962
C: 3.69058 -5.68566 -1.45223
C: 3.99410 -4.45645 -0.61116
H: 2.15877 -0.12971 0.09914
H: -0.35769 0.30141 0.10868
H: -0.30195 -0.46324 1.70141
H: 1.14107 1.35627 2.53742
H: 2.29635 2.76729 0.98885
H: 1.40821 2.02259 -0.34583
H: 0.42572 4.28111 -0.33906
H: 1.41449 4.64153 2.20895
H: -0.12688 5.39493 1.80140
H: 0.23858 3.16077 3.70246
H: -1.26952 3.95105 3.24349
H: -1.55477 1.69300 2.26279
H: -3.27539 2.02171 1.11814
H: -5.27113 2.76308 0.22733
H: -4.25165 4.03192 -0.47043
H: -5.81757 2.63821 -2.14811
H: -4.08503 2.79144 -2.59248
H: -2.25127 0.84604 -1.41962
H: -3.00148 -0.01637 -0.04908
H: 3.52531 -1.79113 -0.06361
H: 2.14248 -4.43152 0.49215
H: 0.84138 -3.14332 -1.14082
H: 2.30314 -2.77249 -2.06838
H: 1.09909 -5.54141 -1.62099
H: 1.11385 -4.63435 -3.14361
H: 3.15832 -6.43221 -0.84500
H: 4.60512 -6.14285 -1.82708
H: 4.59766 -3.76234 -1.20579
H: 4.57924 -4.73886 0.26540

For the energy relative to the best compared isomer or geometry (same formula, charge and spin), the calculation gives 27.9 kJ/mol. Its structure (SMILES) is O=C(NC[C@H]1C[C@@H]2CC[C@H]1N2C(=O)[C@H]1CCS(=O)(=O)C1)[C@@H](F)C1CCOCC1. The value obtained for the LUMO energy is 0.36 eV. The highest occupied orbital energy is -9.8049 eV.

Please write out number 5 again, unchanged.
Density functional theory data (ωB97M-V/def2-TZVPD) for C19H29FN2O5S in the gas phase.

Geometry (Å):
O: 0.86747 -2.48846 1.73224
C: 1.65026 -1.86220 1.04747
N: 1.45912 -0.57305 0.66949
C: 0.25594 0.16241 1.00562
C: 0.56768 1.51708 1.62271
C: 1.30475 2.47745 0.64272
C: 0.34780 3.67789 0.55845
C: 0.39129 4.44160 1.89265
C: -0.36522 3.48394 2.85524
C: -0.72202 2.30751 1.93192
N: -0.94756 3.00514 0.66421
C: -1.93416 3.01832 -0.25297
O: -1.83900 3.63450 -1.30514
C: -3.18112 2.19933 0.04954
C: -4.44168 2.96111 -0.45014
C: -4.79231 2.44760 -1.83862
S: -4.57567 0.69102 -1.65980
O: -5.60909 0.19679 -0.78362
O: -4.32008 0.03412 -2.91223
C: -3.06971 0.85270 -0.70034
C: 2.95607 -2.49069 0.55962
F: 3.73533 -2.74894 1.68281
C: 2.69296 -3.77628 -0.19167
C: 1.82664 -3.52148 -1.42604
C: 1.66122 -4.80966 -2.21878
O: 2.91196 -5.35820 -2.58962
C: 3.69058 -5.68566 -1.45223
C: 3.99410 -4.45645 -0.61116
H: 2.15877 -0.12971 0.09914
H: -0.35769 0.30141 0.10868
H: -0.30195 -0.46324 1.70141
H: 1.14107 1.35627 2.53742
H: 2.29635 2.76729 0.98885
H: 1.40821 2.02259 -0.34583
H: 0.42572 4.28111 -0.33906
H: 1.41449 4.64153 2.20895
H: -0.12688 5.39493 1.80140
H: 0.23858 3.16077 3.70246
H: -1.26952 3.95105 3.24349
H: -1.55477 1.69300 2.26279
H: -3.27539 2.02171 1.11814
H: -5.27113 2.76308 0.22733
H: -4.25165 4.03192 -0.47043
H: -5.81757 2.63821 -2.14811
H: -4.08503 2.79144 -2.59248
H: -2.25127 0.84604 -1.41962
H: -3.00148 -0.01637 -0.04908
H: 3.52531 -1.79113 -0.06361
H: 2.14248 -4.43152 0.49215
H: 0.84138 -3.14332 -1.14082
H: 2.30314 -2.77249 -2.06838
H: 1.09909 -5.54141 -1.62099
H: 1.11385 -4.63435 -3.14361
H: 3.15832 -6.43221 -0.84500
H: 4.60512 -6.14285 -1.82708
H: 4.59766 -3.76234 -1.20579
H: 4.57924 -4.73886 0.26540

For the energy relative to the best compared isomer or geometry (same formula, charge and spin), the calculation gives 27.9 kJ/mol. Its structure (SMILES) is O=C(NC[C@H]1C[C@@H]2CC[C@H]1N2C(=O)[C@H]1CCS(=O)(=O)C1)[C@@H](F)C1CCOCC1. The value obtained for the LUMO energy is 0.36 eV. The highest occupied orbital energy is -9.8049 eV.